1.
DFT (ωB97M-V with the def2-TZVPD basis set) results for C20H28N2O5PtSi as an isolated structure at a distorted geometry.

**Lowest unoccupied orbital energy (spin up / spin down)**: 0.451 / -1.832 eV
**Kohn-Sham gap (spin up / spin down)**: 9.1 / 7.0 eV

```
! RIJCOSX wB97M-V def2-TZVPD def2/J DEFGRID3
* xyz 0 3
Pt -1.26790 -1.52091 -1.43248
C 4.73455 -2.94120 0.29913
O 3.49787 -2.18575 0.26796
C 2.33716 -2.82159 0.30565
O 2.15962 -3.98076 -0.08795
N 1.28219 -2.03327 0.81283
N -0.01924 -2.49662 0.29357
H 5.57763 -2.26164 0.35822
H 4.71806 -3.65186 -0.59887
H 4.68225 -3.58552 1.16798
H 1.25421 -1.03916 0.63851
H -0.68073 -2.55109 1.03684
H 0.06734 -3.44081 -0.07587
C -3.98042 -4.68674 -1.43389
C -3.41021 -3.32168 -1.31480
O -4.08405 -2.34675 -1.44275
O -2.10584 -3.29407 -1.11084
H -3.62179 -5.35723 -0.61391
H -3.75203 -5.08722 -2.40219
H -5.03315 -4.53457 -1.26079
C -0.07219 4.12567 -0.05786
C -0.80558 3.28268 -1.08889
C -0.11616 3.49607 -2.46106
C -2.26756 3.45295 -1.16617
Si -0.39737 1.45017 -0.51857
O -0.79072 0.42814 -1.70785
C 1.42990 1.40845 -0.21948
C 2.24879 0.77980 -1.22813
C 3.62191 0.55731 -1.06633
C 4.14721 0.85728 0.16007
C 3.38787 1.37215 1.19366
C 2.01757 1.68907 1.02052
C -1.23503 0.86870 1.11288
C -2.58815 0.47934 0.88444
C -3.42679 -0.01965 1.86121
C -2.83670 -0.37524 3.07388
C -1.51288 -0.15533 3.31176
C -0.72727 0.52449 2.32344
H -0.51888 5.04091 0.01480
H 0.96483 4.32088 -0.31698
H -0.07582 3.65346 0.98296
H -0.20073 4.52282 -2.72492
H -0.39661 2.81102 -3.24990
H 0.95829 3.09977 -2.28997
H -2.62939 4.35446 -1.65956
H -2.71547 3.51009 -0.21186
H -2.63292 2.61977 -1.80470
H 1.76075 0.33996 -2.16388
H 4.26726 0.26698 -1.89687
H 5.25245 0.85914 0.38118
H 3.85078 1.58981 2.10823
H 1.51894 2.23840 1.78317
H -3.10020 0.63837 -0.19483
H -4.48832 -0.31332 1.75751
H -3.46570 -0.89694 3.78064
H -1.01251 -0.50586 4.22671
H 0.23083 0.76664 2.64445
*
```

Löwdin population analysis, charges in e, atoms 1 to 4:
1. Pt 1.2395
2. C -0.0079
3. O -0.0508
4. C -0.5384

2.
DFT (ωB97M-V with the def2-TZVPD basis set) results for a 10-piece molecular cluster, C59H142N10O12 overall at a distorted geometry.

**Lowest unoccupied orbital energy**: 0.607 eV
**Kohn-Sham gap**: 8.7 eV
**SMILES**: CC1(C)CCCC(C)(C)N1O.CC1(C)CCCC(C)(C)N1O.CC1(C)CCCC(C)(C)N1O.COC[C@H](C)N.COC[C@H](C)N.COC[C@H](C)N.COC[C@H](C)N.COC[C@H](C)N.COCCNCCOC.COCCNCCOC

```
! RIJCOSX wB97M-V def2-TZVPD def2/J DEFGRID3
* xyz 0 1
C 4.80378 0.51614 3.47016
O 4.50196 0.46329 2.04940
C 4.09832 1.73719 1.64372
C 4.52932 1.88265 0.14347
N 6.01257 1.74537 0.00323
C 6.50765 1.99871 -1.29430
C 6.28568 0.93851 -2.38575
O 4.92925 0.64755 -2.69953
C 4.35149 1.71290 -3.45298
H 3.88423 0.84902 3.99685
H 5.67762 1.11361 3.76946
H 5.08847 -0.49083 3.85950
H 4.62456 2.60898 2.11802
H 2.99091 1.87011 1.70760
H 4.17719 2.90244 -0.19210
H 4.05047 1.18241 -0.54040
H 6.24685 0.82762 0.35915
H 7.60616 2.05638 -1.14319
H 6.14600 3.00654 -1.66631
H 6.65515 -0.03601 -2.03285
H 6.85984 1.17761 -3.30563
H 4.27509 2.64740 -2.87261
H 3.33964 1.47996 -3.76297
H 4.92270 1.91096 -4.33849
C -4.49615 -4.92726 4.91569
O -3.58793 -4.25652 5.82167
C -2.36581 -4.97154 5.79381
C -1.25549 -3.98523 6.25752
N -1.00660 -3.02295 5.16999
C 0.13295 -2.15791 5.43905
C 0.27124 -1.18133 4.29006
O -0.80617 -0.26014 4.31223
C -0.87229 0.63158 5.40916
H -4.74156 -5.89581 5.29083
H -4.02837 -4.96943 3.91841
H -5.45462 -4.37922 4.88100
H -2.18842 -5.25154 4.78482
H -2.42301 -5.84181 6.50307
H -0.36576 -4.59111 6.33368
H -1.49785 -3.61349 7.25326
H -1.85500 -2.42811 5.16616
H 0.96332 -2.84823 5.44846
H 0.07295 -1.71233 6.45082
H 0.19572 -1.83664 3.39272
H 1.23226 -0.60508 4.33895
H 0.03582 1.24695 5.46924
H -0.99985 -0.01060 6.28508
H -1.80605 1.24512 5.32205
C -4.24557 -1.66623 3.33992
C -4.32156 -0.79173 4.56234
C -5.79348 -0.40893 4.83034
O -5.75197 0.76234 5.73496
C -7.01905 1.04551 6.23089
N -3.68672 -1.40717 5.70550
H -3.19399 -1.92658 3.21889
H -4.65699 -1.15090 2.38934
H -4.87062 -2.54892 3.50106
H -3.73460 0.10801 4.38153
H -6.33326 -1.22661 5.24759
H -6.27881 -0.10904 3.89363
H -7.27244 0.34266 7.01712
H -7.78696 1.02703 5.40045
H -7.06023 2.02016 6.66487
H -3.77851 -1.01052 6.60009
H -3.76038 -2.39649 5.71318
C -0.78042 2.80468 -6.28975
C -0.20978 1.80985 -5.25009
C 1.24925 1.58832 -5.51607
O 1.49723 1.03927 -6.77711
C 2.80983 0.92193 -7.08843
N -0.48401 2.33841 -3.93735
H -0.71139 3.84749 -5.90024
H -1.84845 2.56976 -6.39945
H -0.28954 2.73173 -7.28213
H -0.59212 0.73336 -5.30031
H 1.65325 0.89839 -4.78512
H 1.79922 2.53769 -5.46215
H 2.84356 0.18971 -7.92008
H 3.47584 0.53864 -6.27640
H 3.31640 1.79693 -7.54546
H -0.43441 1.65039 -3.18884
H -1.35992 2.87715 -3.97228
C 5.06209 6.10630 -3.58026
C 4.30086 6.34223 -4.85336
C 2.91256 6.74952 -4.41915
O 2.44956 5.62030 -3.63151
C 1.07590 5.74047 -3.38729
N 5.03928 7.33090 -5.67208
H 4.75247 5.14614 -3.17816
H 4.86419 6.84939 -2.78838
H 6.11279 5.91332 -3.86913
H 4.21341 5.42235 -5.46026
H 2.22980 6.86224 -5.30492
H 2.86433 7.67124 -3.81032
H 0.68169 4.80835 -2.96737
H 0.54682 5.96449 -4.25783
H 0.88954 6.55220 -2.63345
H 5.27803 8.15810 -5.09912
H 4.58660 7.50108 -6.53907
C 2.62085 -2.87300 -4.23981
C 4.04771 -3.08047 -4.82206
C 4.05316 -4.02348 -6.03255
O 3.96903 -5.33504 -5.46220
C 3.65941 -6.37718 -6.41133
N 4.66621 -1.77315 -5.15975
H 2.75422 -2.84904 -3.14678
H 1.96281 -3.70560 -4.54520
H 2.15179 -1.93080 -4.60823
H 4.54740 -3.63623 -4.02214
H 4.99755 -3.78831 -6.54344
H 3.19763 -3.78010 -6.68449
H 4.60180 -6.87241 -6.68508
H 3.09264 -6.13197 -7.29645
H 3.16465 -7.12384 -5.87098
H 5.64003 -1.91232 -5.51367
H 4.73484 -1.23074 -4.27890
C -2.91824 -5.61594 1.08494
C -1.95778 -4.67455 0.19822
C -2.63792 -4.35718 -1.08735
O -3.74046 -3.51394 -0.70398
C -4.18855 -2.73851 -1.70710
N -1.54964 -3.38152 0.77978
H -3.16088 -6.48114 0.50836
H -3.78349 -5.05024 1.42760
H -2.30734 -6.02927 1.92122
H -1.01945 -5.23507 0.08242
H -2.98998 -5.31826 -1.61781
H -1.98180 -3.72692 -1.69410
H -3.36349 -2.20052 -2.30476
H -4.81174 -1.94612 -1.36426
H -4.65639 -3.43830 -2.44141
H -1.14681 -3.59922 1.63244
H -2.38512 -2.86340 0.88334
C 1.62411 -0.04257 -1.51889
C 0.57830 0.46104 -0.50905
C 0.78820 1.99017 -0.35246
C -0.38889 2.59162 0.44823
C -1.76708 2.26254 -0.11805
C -1.98812 0.73204 -0.48205
N -0.80282 0.22106 -1.06771
O -1.02882 -1.13293 -1.38044
C -2.50980 -0.01495 0.73619
C -3.03672 0.73401 -1.56546
C 0.78459 -0.21589 0.85197
H 1.55070 0.43649 -2.46691
H 1.51925 -1.11507 -1.68625
H 2.61529 0.17079 -1.13037
H 1.70854 2.08607 0.23486
H 0.92895 2.35510 -1.38986
H -0.23648 3.69082 0.52044
H -0.27191 2.20142 1.43432
H -1.91740 2.84935 -1.03997
H -2.54736 2.62284 0.55847
H -1.88471 0.09595 1.59518
H -3.48042 0.38573 0.95823
H -2.67429 -1.05099 0.40900
H -2.65885 1.21130 -2.49758
H -3.29015 -0.28282 -1.85316
H -3.95786 1.18705 -1.17638
H 0.44084 0.36105 1.72533
H 1.85097 -0.29777 1.02204
H 0.44277 -1.23249 0.97558
H -0.87959 -1.71496 -0.63616
C 5.87111 -3.32661 -1.02242
C 4.85433 -3.94114 -0.08142
C 4.38737 -2.83061 0.86895
C 3.10116 -3.19709 1.65316
C 1.97243 -3.67314 0.70934
C 2.41974 -4.83436 -0.19039
N 3.69869 -4.43556 -0.78296
O 4.11669 -5.46644 -1.68583
C 2.45759 -6.03024 0.71526
C 1.50900 -5.07338 -1.37925
C 5.61825 -5.07328 0.74778
H 6.27113 -4.12388 -1.62045
H 6.72096 -2.92590 -0.39353
H 5.43074 -2.55413 -1.66026
H 5.22310 -2.51192 1.50486
H 4.12545 -1.94521 0.25849
H 2.76826 -2.29966 2.17302
H 3.34639 -3.94204 2.40220
H 1.57078 -2.81378 0.21786
H 1.11889 -4.01287 1.31056
H 1.39434 -6.26691 0.89058
H 2.92032 -6.84550 0.12570
H 2.98769 -5.80907 1.61477
H 1.98798 -5.83741 -1.99639
H 0.54040 -5.50541 -0.97488
H 1.26906 -4.16157 -1.95901
H 5.38313 -6.04019 0.30565
H 5.20945 -5.07938 1.75642
H 6.66745 -5.01985 0.81778
H 4.00145 -5.00776 -2.53208
C -4.18480 3.43001 3.07438
C -5.55712 3.59372 2.45838
C -6.59376 3.90246 3.54125
C -6.54069 5.35747 3.94780
C -6.80356 6.17642 2.72273
C -5.70900 6.05855 1.69433
N -5.65380 4.61769 1.38862
O -4.51374 4.25838 0.55342
C -6.17288 6.87011 0.48880
C -4.35732 6.69442 2.14348
C -6.01283 2.28832 1.87892
H -3.36674 3.25144 2.31163
H -4.24045 2.48251 3.67623
H -3.86780 4.28855 3.67012
H -7.61258 3.77058 3.10292
H -6.49215 3.24454 4.37398
H -5.59262 5.63561 4.34868
H -7.29618 5.62883 4.69879
H -6.85623 7.26984 2.99952
H -7.77214 5.93823 2.30847
H -5.39168 6.87386 -0.25938
H -7.09075 6.37266 0.12938
H -6.42200 7.88722 0.70171
H -3.69343 6.40289 1.33348
H -4.37743 7.74514 2.32123
H -4.02445 6.25478 3.09099
H -5.40803 1.83249 1.09303
H -6.93026 2.41922 1.39591
H -6.18051 1.54869 2.66604
H -4.96979 4.13670 -0.29185
*
```

Löwdin population analysis, charges in e, atoms 1 to 4:
1. C -0.0890
2. O -0.2050
3. C -0.2443
4. C -0.1789

3.
DFT (ωB97M-V with the def2-TZVPD basis set) results for a 2-piece molecular cluster, C3H6OS2 overall at a distorted geometry.

**Lowest unoccupied orbital energy**: 0.160 eV
**Kohn-Sham gap**: 9.6 eV

```
! RIJCOSX wB97M-V def2-TZVPD def2/J DEFGRID3
* xyz 0 1
C 0.59057 0.96636 -0.80538
C -0.64179 1.24258 -0.06445
C 0.29624 0.21877 0.46818
O -1.29948 -1.62078 -0.47870
S 1.16247 -2.81923 0.03268
S -0.15883 -1.55505 0.41369
H 0.59011 0.42067 -1.78262
H 1.47735 1.77469 -0.97523
H -0.83836 2.28231 0.30137
H -1.55778 0.74210 -0.47767
H 1.09838 0.23829 1.76085
H -0.71886 -1.89072 1.60728
*
```

Löwdin population analysis, charges in e, atoms 1 to 4:
1. C -0.1931
2. C -0.1930
3. C -0.4420
4. O -0.4903

4.
DFT (ωB97M-V with the def2-TZVPD basis set) results for one molecule with the formula C15H14ClFN2O3.

**Lowest unoccupied orbital energy**: 0.572 eV
**Kohn-Sham gap**: 9.6 eV
**SMILES**: O=c1c(F)cn([C@H]2CCCO2)c(=O)n1Cc1ccccc1Cl

```
! RIJCOSX wB97M-V def2-TZVPD def2/J DEFGRID3
* xyz 0 1
O 2.11748 2.72422 1.49895
C 1.14483 2.14293 1.08222
N 1.22923 1.20524 0.04807
C 0.18731 0.53750 -0.55528
O 0.36026 -0.22474 -1.47719
N -1.07542 0.77861 -0.02903
C -1.25261 1.63364 1.01559
C -0.22061 2.30133 1.55800
F -0.43593 3.13920 2.58790
H -2.25366 1.75566 1.39619
C -2.22415 0.15498 -0.70171
O -2.99245 1.09653 -1.37971
C -4.10650 1.48777 -0.59175
C -4.37906 0.34857 0.40618
H -4.50483 0.73351 1.41702
H -5.28693 -0.18729 0.13711
C -3.15116 -0.56775 0.28793
H -3.42690 -1.53773 -0.12053
H -2.65169 -0.72979 1.24119
H -4.93635 1.65232 -1.28181
H -3.89222 2.43613 -0.08282
H -1.77413 -0.51018 -1.44670
C 2.56576 0.87303 -0.43805
C 2.85799 -0.60152 -0.38244
C 3.37832 -1.24370 -1.49977
C 3.67925 -2.59248 -1.47985
C 3.45650 -3.33310 -0.33196
C 2.93817 -2.71781 0.79234
C 2.64739 -1.36340 0.76312
Cl 2.01513 -0.63758 2.20853
H 2.75936 -3.27943 1.69591
H 3.68277 -4.38803 -0.30815
H 4.08098 -3.06635 -2.36219
H 3.54001 -0.67113 -2.40007
H 2.66446 1.22195 -1.46912
H 3.25937 1.42887 0.20190
*
```

Löwdin population analysis, charges in e, atoms 1 to 4:
1. O 0.1016
2. C -0.4135
3. N 0.0472
4. C -0.4227

Repeat the first record exactly.
DFT (ωB97M-V with the def2-TZVPD basis set) results for C20H28N2O5PtSi as an isolated structure at a distorted geometry.

**Lowest unoccupied orbital energy (spin up / spin down)**: 0.451 / -1.832 eV
**Kohn-Sham gap (spin up / spin down)**: 9.1 / 7.0 eV

```
! RIJCOSX wB97M-V def2-TZVPD def2/J DEFGRID3
* xyz 0 3
Pt -1.26790 -1.52091 -1.43248
C 4.73455 -2.94120 0.29913
O 3.49787 -2.18575 0.26796
C 2.33716 -2.82159 0.30565
O 2.15962 -3.98076 -0.08795
N 1.28219 -2.03327 0.81283
N -0.01924 -2.49662 0.29357
H 5.57763 -2.26164 0.35822
H 4.71806 -3.65186 -0.59887
H 4.68225 -3.58552 1.16798
H 1.25421 -1.03916 0.63851
H -0.68073 -2.55109 1.03684
H 0.06734 -3.44081 -0.07587
C -3.98042 -4.68674 -1.43389
C -3.41021 -3.32168 -1.31480
O -4.08405 -2.34675 -1.44275
O -2.10584 -3.29407 -1.11084
H -3.62179 -5.35723 -0.61391
H -3.75203 -5.08722 -2.40219
H -5.03315 -4.53457 -1.26079
C -0.07219 4.12567 -0.05786
C -0.80558 3.28268 -1.08889
C -0.11616 3.49607 -2.46106
C -2.26756 3.45295 -1.16617
Si -0.39737 1.45017 -0.51857
O -0.79072 0.42814 -1.70785
C 1.42990 1.40845 -0.21948
C 2.24879 0.77980 -1.22813
C 3.62191 0.55731 -1.06633
C 4.14721 0.85728 0.16007
C 3.38787 1.37215 1.19366
C 2.01757 1.68907 1.02052
C -1.23503 0.86870 1.11288
C -2.58815 0.47934 0.88444
C -3.42679 -0.01965 1.86121
C -2.83670 -0.37524 3.07388
C -1.51288 -0.15533 3.31176
C -0.72727 0.52449 2.32344
H -0.51888 5.04091 0.01480
H 0.96483 4.32088 -0.31698
H -0.07582 3.65346 0.98296
H -0.20073 4.52282 -2.72492
H -0.39661 2.81102 -3.24990
H 0.95829 3.09977 -2.28997
H -2.62939 4.35446 -1.65956
H -2.71547 3.51009 -0.21186
H -2.63292 2.61977 -1.80470
H 1.76075 0.33996 -2.16388
H 4.26726 0.26698 -1.89687
H 5.25245 0.85914 0.38118
H 3.85078 1.58981 2.10823
H 1.51894 2.23840 1.78317
H -3.10020 0.63837 -0.19483
H -4.48832 -0.31332 1.75751
H -3.46570 -0.89694 3.78064
H -1.01251 -0.50586 4.22671
H 0.23083 0.76664 2.64445
*
```

Löwdin population analysis, charges in e, atoms 1 to 4:
1. Pt 1.2395
2. C -0.0079
3. O -0.0508
4. C -0.5384